1.
# C11H44O11

A cluster of 11 separate species, C11H44O11 in total (ωB97M-V with the def2-TZVPD basis set, the Open Molecules 2025 dataset).

XYZ file:
```
66
Properties=species:S:1:pos:R:3
C 0.041 3.206 0.019
O -1.024 3.841 0.698
H -0.270 3.030 -1.011
H 0.938 3.825 0.055
H 0.353 2.263 0.470
H -1.208 4.704 0.319
C -2.168 1.719 3.183
O -2.410 1.814 1.820
H -2.424 2.654 3.680
H -2.657 0.844 3.611
H -1.101 1.615 3.385
H -1.997 2.561 1.382
C -0.065 -0.495 0.820
O 0.868 -0.337 -0.267
H 0.122 0.247 1.596
H -1.056 -0.355 0.389
H 0.064 -1.462 1.307
H 0.795 -1.076 -0.875
C 3.449 2.045 -0.529
O 3.229 0.877 0.287
H 3.433 1.923 -1.612
H 2.758 2.830 -0.221
H 4.432 2.498 -0.403
H 2.393 0.476 0.039
C 1.921 -3.610 -1.479
O 0.980 -2.678 -1.917
H 2.011 -3.433 -0.407
H 1.584 -4.643 -1.566
H 2.886 -3.582 -1.986
H 0.620 -3.040 -2.730
C -0.866 -1.387 5.164
O -0.805 -2.403 4.208
H -0.026 -1.417 5.858
H -0.874 -0.430 4.642
H -1.810 -1.545 5.685
H 0.103 -2.444 3.901
C -1.560 -1.224 -3.871
O -2.256 -0.258 -4.539
H -2.185 -2.098 -3.684
H -0.741 -1.589 -4.490
H -1.089 -0.898 -2.944
H -2.754 0.224 -3.875
C -2.962 1.494 -1.714
O -3.721 1.219 -2.870
H -2.440 0.629 -1.303
H -2.205 2.258 -1.892
H -3.635 1.947 -0.986
H -4.177 2.013 -3.157
C 1.584 2.940 3.541
O 1.142 3.095 4.867
H 0.839 3.290 2.826
H 2.546 3.448 3.469
H 1.708 1.897 3.250
H 1.870 2.964 5.478
C -1.719 -3.863 -0.520
O -3.056 -3.421 -0.241
H -1.331 -3.402 -1.429
H -1.142 -3.457 0.311
H -1.665 -4.949 -0.593
H -3.304 -3.780 0.614
C 3.241 -1.252 -3.626
O 3.426 -0.474 -4.831
H 4.165 -1.589 -3.156
H 2.739 -0.706 -2.827
H 2.542 -2.038 -3.912
H 3.921 -1.056 -5.413
```

Summary:
Energy relative to the best compared isomer or geometry (same formula, charge and spin): 279.2 kJ/mol
HOMO-LUMO gap: 10.0 eV
Net charge: 0
Strongest force on any atom: 1.873 eV Å⁻¹
E: -1272.904918 Eh
LUMO: 0.4 eV
SMILES: CO.CO.CO.CO.CO.CO.CO.CO.CO.CO.CO

2.
# C11H44O11

A cluster of 11 separate species, C11H44O11 in total (ωB97M-V with the def2-TZVPD basis set, the Open Molecules 2025 dataset).

XYZ file:
```
66
Properties=species:S:1:pos:R:3
C 2.867 -1.033 -3.151
O 3.845 -1.466 -4.090
H 3.164 -1.414 -2.172
H 2.821 0.056 -3.211
H 1.871 -1.408 -3.379
H 4.732 -1.282 -3.782
C 4.092 -0.143 0.998
O 4.809 1.061 1.189
H 3.020 0.086 1.074
H 4.194 -0.685 0.064
H 4.267 -0.819 1.839
H 4.799 1.305 2.115
C -2.009 2.679 -1.701
O -1.889 3.763 -0.824
H -1.040 2.289 -2.047
H -2.429 1.778 -1.219
H -2.670 3.003 -2.504
H -1.211 3.608 -0.157
C 0.064 -0.597 -0.781
O -0.512 -0.340 0.486
H 1.112 -0.823 -0.573
H -0.380 -1.381 -1.396
H 0.159 0.275 -1.440
H -1.470 -0.261 0.370
C 1.096 3.300 1.799
O 0.364 2.235 1.144
H 2.151 3.052 1.655
H 0.850 4.216 1.268
H 0.822 3.353 2.851
H 0.408 1.434 1.673
C 0.612 -3.250 1.497
O 0.566 -4.659 1.553
H 1.033 -2.753 0.622
H -0.382 -2.839 1.690
H 1.207 -2.887 2.339
H 0.102 -4.993 0.781
C -3.750 0.421 3.252
O -4.757 -0.330 2.553
H -3.607 0.041 4.270
H -2.847 0.351 2.659
H -4.155 1.420 3.437
H -5.559 -0.401 3.074
C 1.577 3.484 -2.311
O 2.871 4.036 -2.549
H 1.126 3.331 -3.288
H 1.624 2.540 -1.763
H 0.999 4.224 -1.750
H 3.327 4.196 -1.721
C -1.299 -1.780 -5.252
O -1.481 -1.925 -3.857
H -0.366 -1.254 -5.455
H -1.270 -2.747 -5.760
H -2.092 -1.159 -5.680
H -2.411 -1.969 -3.632
C -0.083 -0.352 4.121
O -0.378 0.739 4.986
H -0.755 -1.193 4.303
H -0.215 -0.052 3.078
H 0.950 -0.679 4.254
H -1.066 0.475 5.598
C -2.795 -2.996 0.352
O -2.966 -1.600 0.487
H -3.697 -3.459 -0.051
H -2.019 -3.111 -0.407
H -2.410 -3.433 1.272
H -3.534 -1.277 1.194
```

Summary:
Energy relative to the best compared isomer or geometry (same formula, charge and spin): 288.2 kJ/mol
HOMO-LUMO gap: 10.2 eV
Net charge: 0
Strongest force on any atom: 2.297 eV Å⁻¹
E: -1272.901465 Eh
LUMO: 0.3 eV
SMILES: CO.CO.CO.CO.CO.CO.CO.CO.CO.CO.CO

3.
# C11H46AsF6N22O12

A structure of composition C11H46AsF6N22O12 (ωB97M-V with the def2-TZVPD basis set, the Open Molecules 2025 dataset).

XYZ file:
```
98
Properties=species:S:1:pos:R:3
As -0.597 -0.389 -0.586
F -1.840 -1.663 -0.413
F -1.271 0.100 -2.242
F 0.530 1.106 -0.771
F 0.115 -0.913 0.885
F 0.661 -1.405 -1.383
F -1.719 0.715 0.294
C 1.021 -0.696 -4.752
O 1.797 0.096 -4.285
N -0.082 -1.133 -4.198
N 1.374 -1.357 -5.894
H -0.457 -0.806 -3.319
H -0.657 -1.699 -4.805
H 2.271 -1.286 -6.352
H 0.620 -1.925 -6.251
C 1.584 3.602 -4.228
O 1.045 4.219 -5.129
N 2.832 3.633 -3.974
N 1.027 2.734 -3.364
H 3.336 4.182 -4.656
H 3.156 2.868 -3.400
H 1.468 2.387 -2.524
H 0.021 2.793 -3.294
C -4.449 -1.028 -2.673
O -4.401 -2.178 -2.159
N -4.323 0.035 -1.953
N -4.847 -0.679 -3.870
H -4.009 -0.043 -0.996
H -4.501 0.949 -2.345
H -5.560 -1.205 -4.355
H -4.754 0.280 -4.172
C 4.162 3.929 -0.132
O 4.255 4.772 0.749
N 4.875 3.983 -1.189
N 3.217 3.016 -0.107
H 4.668 3.301 -1.904
H 5.513 4.755 -1.315
H 3.108 2.474 -0.952
H 2.524 2.998 0.627
C 4.099 -1.019 0.351
O 5.295 -0.738 0.387
N 3.475 -1.347 -0.687
N 3.248 -0.903 1.297
H 2.470 -1.258 -0.725
H 4.064 -1.087 -1.465
H 2.318 -1.168 1.006
H 3.483 -0.476 2.181
C -1.159 -4.437 -2.376
O -0.786 -5.455 -2.904
N -1.847 -3.468 -2.924
N -0.903 -4.259 -1.191
H -2.001 -2.583 -2.463
H -2.080 -3.642 -3.891
H -1.495 -3.560 -0.766
H -0.210 -4.817 -0.714
C -2.117 1.488 4.768
O -2.521 0.995 5.759
N -1.669 2.718 4.761
N -1.957 0.914 3.632
H -1.979 3.332 5.501
H -1.175 2.981 3.920
H -1.564 1.505 2.913
H -1.851 -0.090 3.634
C -0.908 4.374 -1.189
O -0.442 4.850 -0.111
N -1.541 3.228 -1.243
N -0.789 4.893 -2.394
H -1.464 2.670 -0.405
H -2.002 2.876 -2.070
H -0.105 5.572 -2.697
H -1.152 4.186 -3.017
C 0.869 -4.233 2.688
O 1.298 -4.853 1.779
N 0.994 -2.922 2.667
N 0.314 -4.515 3.779
H 0.302 -2.329 3.102
H 1.787 -2.582 2.141
H -0.053 -3.759 4.340
H 0.133 -5.460 4.086
C 2.097 -0.297 4.566
O 3.041 0.165 3.936
N 2.293 -1.027 5.577
N 0.888 -0.029 4.217
H 1.520 -1.572 5.933
H 3.197 -1.126 6.016
H 0.693 0.524 3.395
H 0.251 -0.538 4.814
C -2.721 -2.426 3.332
O -1.639 -2.048 3.683
N -3.495 -1.984 2.490
N -3.271 -3.299 4.052
H -4.397 -2.436 2.532
H -3.267 -1.105 2.048
H -2.824 -3.679 4.874
H -4.087 -3.833 3.790
O -0.323 2.814 1.893
H -0.103 3.627 1.438
H 0.051 2.124 1.344
```

Summary:
Energy relative to the best compared isomer or geometry (same formula, charge and spin): 972.3 kJ/mol
HOMO-LUMO gap: 8.1 eV
Net charge: -1
Strongest force on any atom: 9.498 eV Å⁻¹
E: -5389.640629 Eh
LUMO: 1.3 eV

Q: Which of these has the lowest E?
A: C11H46AsF6N22O12

Q: The lowest E belongs to which entry?
A: C11H46AsF6N22O12

Q: Among the records above, which one has the lowest strongest force on any atom?
A: number 1

Q: Which of these has the highest HOMO-LUMO gap?
A: number 2